(1)
{"formula": "C3HFOS2", "method": "ωB97M-V/def2-TZVPD", "de_lowest_kj_mol": 352.5, "multiplicity": 1, "homo_ha": -0.3331, "largest_force_ev_per_a": 2.5, "e_lumo_ev": -1.0, "elements": ["C", "C", "C", "O", "F", "S", "S", "H"], "coordinates": [[0.109, -0.275, 0.281], [-3.400, 1.023, 0.142], [-2.219, -1.360, -0.131], [-2.072, -2.489, 0.222], [-4.279, 1.971, 0.164], [-1.027, -0.290, -0.897], [-4.003, -0.558, -0.045], [0.735, 0.530, -0.156]], "atomic_forces_ev_per_a": [[0.013, 0.556, -0.251], [1.434, -0.030, -0.114], [-1.700, -1.775, 0.590], [-0.171, 1.603, -0.402], [-1.086, 0.016, 0.079], [0.321, 0.436, -0.059], [0.645, -0.470, -0.019], [0.545, -0.337, 0.176]]}

=====

(2)
{"formula": "C2H5N4O2", "method": "ωB97M-V/def2-TZVPD", "total_charge": -1, "de_lowest_kj_mol": 209.7, "multiplicity": 1, "smiles": "[H]/N=N/[C@@H](C)N=[N+]([O-])[O-]", "homo_ha": -0.1431, "largest_force_ev_per_a": 5.4, "e_lumo_ev": 4.4, "elements": ["H", "N", "N", "C", "C", "N", "N", "O", "O", "H", "H", "H", "H"], "coordinates": [[-1.758, -1.161, 2.344], [-1.312, -0.331, 1.895], [-1.370, -0.351, 0.620], [-0.548, 0.663, 0.002], [0.592, -0.073, -0.746], [-1.315, 1.298, -1.347], [-2.527, 1.102, -1.268], [-3.047, 0.376, -0.332], [-3.263, 1.583, -2.148], [-0.088, 1.593, 0.556], [0.085, -0.784, -1.461], [1.041, -0.591, 0.046], [1.074, 0.767, -1.101]], "atomic_forces_ev_per_a": [[0.042, 0.233, -1.166], [0.100, 0.800, -1.099], [1.301, -1.217, 3.048], [-0.871, 2.018, -3.804], [-3.474, -0.931, 0.989], [4.399, -0.345, 3.138], [-2.722, -0.952, 0.619], [-0.994, 1.073, -0.535], [-0.795, 0.223, -0.618], [-1.365, -1.926, -0.288], [0.964, 0.976, 0.494], [1.591, -0.950, 0.724], [1.826, 0.997, -1.502]]}